Entry 1:
The following is a DFT calculation (ωB97M-V/def2-TZVPD) of a 2-piece molecular cluster, C5H16N3 overall in a non-equilibrium geometry.

Element x y z (Å)
1 C 0.18704 1.95652 -1.03589
2 C -1.53356 1.20067 0.37847
3 N -1.05980 1.30543 -0.88178
4 N -0.79496 1.01544 1.54106
5 N -2.80121 1.02889 0.55002
6 H -1.57333 0.94806 -1.69022
7 H -0.09355 0.30444 1.19577
8 H -0.23886 1.89436 1.85804
9 H -3.55832 1.15141 -0.17183
10 H -3.07020 0.51956 1.35770
11 H 0.65513 2.27704 -0.09861
12 H 0.18199 2.87221 -1.57348
13 H 1.00999 1.24640 -1.46648
14 C 0.61381 -1.77967 0.33927
15 C 0.66695 -1.69825 -1.20221
16 C 1.88898 -1.39646 1.02418
17 H -0.20785 -1.27377 0.79032
18 H 0.38651 -2.80997 0.45064
19 H 1.21523 -0.70294 -1.31215
20 H 2.74204 -1.59346 0.32900
21 H 2.09205 -0.32126 1.23600
22 H -0.19114 -1.72532 -1.92262
23 H 1.39557 -2.46913 -1.65283
24 H 2.08751 -1.95019 1.95763

The charge is +1. The value obtained for the energy above the lowest of the compared OMol25 structures with the same formula, charge and spin is 52.6 kcal/mol. The value obtained for the HOMO-LUMO gap is 10.795 eV. The strongest force on any atom is 0.0828 Eh/bohr. As for the energy: -364.0916 a.u.

Entry 2:
The following is a DFT calculation (ωB97M-V/def2-TZVPD) of one molecule with the formula C4H5N3S in a non-equilibrium geometry.

Element x y z (Å)
1 C 3.04802 0.00208 -0.02404
2 N 1.61212 -0.01853 0.06882
3 N 1.00434 1.20179 -0.00463
4 C -0.28841 1.20352 0.00716
5 C -1.07442 -0.00522 -0.01891
6 S -2.69011 -0.01336 0.00304
7 C -0.24782 -1.19483 -0.03090
8 N 1.04790 -1.17769 0.00924
9 H 3.35548 -0.95891 -0.47721
10 H 3.32048 0.91156 -0.64875
11 H 3.49593 0.12047 0.96084
12 H -0.73084 2.22299 -0.02860
13 H -0.67404 -2.15462 0.03123

The charge is 0. The SMILES is Cn1ncc(=S)cn1. The value obtained for the energy above the lowest of the compared OMol25 structures with the same formula, charge and spin is 56.6 kcal/mol. The value obtained for the HOMO-LUMO gap is 7.879 eV. The strongest force on any atom is 0.0408 Eh/bohr. As for the energy: -717.8034 a.u.

Entry 3:
The following is a DFT calculation (ωB97M-V/def2-TZVPD) of C4H3O5Pr as an isolated structure in a non-equilibrium geometry.

Element x y z (Å)
1 C 0.78229 -1.23013 -0.22019
2 C -0.55766 -0.89643 -0.30615
3 O -1.01081 0.04938 0.66661
4 C -1.90541 0.97950 0.33510
5 O -2.25317 1.23204 -0.78761
6 O -2.23019 1.63919 1.43601
7 H 0.93791 -2.30636 -0.35426
8 H -1.35302 -1.61229 -0.51911
9 H -2.65625 2.47436 1.20272
10 O 3.13478 -0.60187 -2.04210
11 O 2.84773 0.51625 -0.10372
12 C 2.47868 -0.25254 -1.07481
13 Pr 1.78511 0.00890 1.76751

The charge is +1. The value obtained for the energy above the lowest of the compared OMol25 structures with the same formula, charge and spin is 49.2 kcal/mol. The expectation value of S² is 3.753. The value obtained for the HOMO-LUMO gap (alpha / beta) is 6.202 / 8.823 eV. The strongest force on any atom is 0.1007 Eh/bohr. Its spin multiplicity is 4. As for the energy: -1047.0905 a.u.

Entry 4:
The following is a DFT calculation (ωB97M-V/def2-TZVPD) of a 2-piece molecular cluster, H4NPSi overall in a non-equilibrium geometry.

Element x y z (Å)
1 N 1.19877 1.07704 0.29540
2 Si -1.33333 -0.06468 0.04090
3 P 2.37759 0.23206 -0.01497
4 H -1.21806 0.01041 -1.42403
5 H -1.15779 -1.28070 0.76523
6 H -1.77276 1.24592 0.81517
7 H 1.90558 -1.22005 -0.47771

The charge is 0. The value obtained for the energy above the lowest of the compared OMol25 structures with the same formula, charge and spin is 85.9 kcal/mol. The value obtained for the HOMO-LUMO gap (alpha / beta) is 6.117 / 6.135 eV. The strongest force on any atom is 0.1033 Eh/bohr. As for the energy: -687.8115 a.u.

Entry 5:
The following is a DFT calculation (ωB97M-V/def2-TZVPD) of C18H30HfNO5P2S as an isolated structure in a non-equilibrium geometry.

Element x y z (Å)
1 Hf 0.18871 -0.02350 -0.32070
2 P -2.23468 -0.07075 -1.23707
3 C -1.99401 0.44885 -2.89743
4 C -0.75036 1.01938 -3.25138
5 N 0.36617 0.92950 -2.41707
6 C 1.58678 1.17502 -2.95942
7 C 1.74306 1.82164 -4.17911
8 C 0.61604 2.03672 -4.98114
9 C -0.60934 1.61231 -4.52060
10 C 2.84069 0.73988 -2.23295
11 P 2.56467 -0.73926 -1.13529
12 H -1.53820 1.69227 -5.09135
13 H 2.75491 2.07064 -4.50265
14 H 0.71269 2.52593 -5.94846
15 H 3.62985 0.48554 -2.95787
16 H 3.22384 1.57069 -1.62271
17 H -2.06122 -1.33293 -4.26139
18 H -2.81704 0.52908 -3.61786
19 H -0.88909 -3.19058 -3.20394
20 O -1.80167 -2.27031 -4.38970
21 H -2.25589 -2.56127 -5.19222
22 H -0.59664 -1.35262 -1.17598
23 O -0.23326 -3.44183 -2.49712
24 H -0.30659 -2.66879 -1.88515
25 C 2.95646 -2.08556 -2.29949
26 H 3.98353 -1.95659 -2.66244
27 H 2.86941 -3.01922 -1.73469
28 H 2.23735 -2.09899 -3.12674
29 C 3.96940 -0.68801 0.00439
30 H 3.90743 -1.60953 0.59562
31 H 4.91304 -0.65985 -0.55596
32 H 3.87889 0.18800 0.66093
33 C -3.19220 1.32131 -0.47915
34 H -4.14794 1.41259 -1.01996
35 H -3.38023 1.11562 0.58478
36 H -2.62954 2.26001 -0.58251
37 C -3.47711 -1.39518 -1.16947
38 H -3.70892 -1.56093 -0.10625
39 H -4.38301 -1.09984 -1.72061
40 H -3.01260 -2.29020 -1.60702
41 C 0.17294 1.21474 7.96357
42 C 0.13552 0.90490 6.48603
43 C 0.18704 -0.42412 6.04411
44 C -0.00411 -0.72625 4.69921
45 C -0.23694 0.32898 3.79827
46 C -0.10529 1.66502 4.19206
47 C 0.08375 1.93315 5.54414
48 S -0.94655 0.00249 2.20576
49 O -0.20355 -1.16100 1.53469
50 O -2.37357 -0.14566 2.32186
51 O -0.51228 1.19149 1.30155
52 H -0.68767 0.78349 8.49560
53 H 1.07653 0.81426 8.44334
54 H 0.14747 2.29659 8.14440
55 H 0.35826 -1.19768 6.78857
56 H 0.01158 -1.76124 4.36744
57 H -0.18678 2.47705 3.47186
58 H 0.16031 2.96455 5.89468

The charge is +3. The value obtained for the energy above the lowest of the compared OMol25 structures with the same formula, charge and spin is 119.2 kcal/mol. The value obtained for the HOMO-LUMO gap (alpha / beta) is 2.526 / 2.519 eV. The strongest force on any atom is 0.0518 Eh/bohr. As for the energy: -2262.7129 a.u.

Entry 6:
The following is a DFT calculation (ωB97M-V/def2-TZVPD) of a 2-piece molecular cluster, H3N2O3S overall in a non-equilibrium geometry.

Element x y z (Å)
1 N -0.58997 1.64264 -0.74457
2 N -1.13025 0.62176 -0.40605
3 O -1.79796 -0.52286 1.71184
4 O 0.03763 1.06068 1.84341
5 O 1.34812 -1.62317 -1.47784
6 S -0.48268 -0.10332 1.11676
7 H 1.81626 -2.10451 -0.74781
8 H 0.17500 2.11246 -0.00256
9 H 0.62384 -1.08368 -1.29318

The charge is -1. The value obtained for the energy above the lowest of the compared OMol25 structures with the same formula, charge and spin is 38.5 kcal/mol. The value obtained for the HOMO-LUMO gap is 7.408 eV. The strongest force on any atom is 0.0824 Eh/bohr. As for the energy: -735.2124 a.u.